[1]
Molecular formula: C28H73F6N5O11Ti
Method: DFT, ωB97M-V with the def2-TZVPD basis set

Properties
Net charge   +1
Orbital gap (spin up / spin down)   0.20391 / 0.30680 Ha
2S+1   4
⟨S²⟩   3.75

Cartesian coordinates (Å):
Ti: 6.49279 -0.82074 -3.25456
O: 3.10436 -1.28959 -4.16527
H: 2.89450 -1.77176 -4.99365
H: 3.70384 -1.97343 -3.66126
H: 3.76995 -0.52678 -4.36856
O: 5.49962 -4.28285 -5.48754
H: 5.45293 -3.56282 -6.14174
H: 6.36506 -4.84015 -5.71173
H: 5.65351 -3.90155 -4.58676
C: 4.72350 -3.39131 -1.93736
O: 4.95076 -4.65958 -2.59011
O: 4.88640 -2.48212 -2.91457
C: 3.32723 -3.52741 -1.34121
F: 2.88648 -2.40178 -0.75701
F: 2.41868 -3.86667 -2.28157
F: 3.29442 -4.48443 -0.40487
C: 5.90528 -5.54367 -1.98407
C: 5.65554 -6.91925 -2.59991
H: 4.65726 -7.23291 -2.30583
H: 5.72604 -6.77309 -3.67590
H: 6.42480 -7.60186 -2.24574
H: 6.01437 -5.58619 -0.90060
H: 6.86377 -5.19374 -2.40629
H: 5.44323 -3.27513 -1.11430
C: 8.48000 -2.32095 -4.75482
O: 8.58785 -2.06597 -3.35587
O: 7.28609 -1.87196 -5.15743
C: 9.68317 -1.79533 -5.55522
F: 10.01117 -0.53206 -5.21988
F: 10.81587 -2.50610 -5.39811
F: 9.40674 -1.84169 -6.86101
C: 9.61351 -2.72638 -2.63976
C: 9.60694 -2.22152 -1.20127
H: 9.19135 -1.20409 -1.12644
H: 8.98049 -2.76482 -0.49436
H: 10.59520 -2.01767 -0.78784
H: 10.62087 -2.57845 -3.02448
H: 9.43848 -3.80338 -2.52673
H: 8.54020 -3.41984 -4.91261
C: 2.69416 -6.67869 -5.23457
C: 1.44554 -6.74027 -4.35033
C: 1.71279 -7.20162 -2.92045
O: 0.50494 -7.75688 -2.42469
C: 0.44929 -7.69566 -1.01395
N: 0.80487 -5.42402 -4.38213
H: 3.45948 -6.12533 -4.68399
H: 2.44951 -6.22771 -6.19250
H: 3.05800 -7.68940 -5.43913
H: 0.80554 -7.52177 -4.76418
H: 2.07666 -6.38087 -2.29427
H: 2.46347 -8.00762 -2.90671
H: 1.33646 -8.12603 -0.53822
H: -0.39712 -8.29886 -0.68255
H: 0.24990 -6.67063 -0.68647
H: 1.22673 -4.79412 -3.70337
H: -0.13854 -5.49565 -4.00631
C: 7.40245 -8.08960 -5.59247
C: 8.22806 -6.81615 -5.46887
C: 9.68180 -6.98217 -5.88939
O: 10.35167 -5.81503 -5.45031
C: 11.73432 -5.90344 -5.71054
N: 7.61097 -5.72318 -6.22595
H: 7.29835 -8.34688 -6.65160
H: 6.40253 -7.93635 -5.19365
H: 7.91597 -8.90003 -5.08471
H: 8.34848 -6.64893 -4.39340
H: 9.88074 -7.19205 -6.94797
H: 10.07088 -7.85451 -5.34262
H: 12.23494 -5.04007 -5.26689
H: 11.96433 -5.78887 -6.77576
H: 12.20711 -6.79251 -5.28717
H: 8.27721 -4.94725 -6.23805
H: 7.50357 -5.95679 -7.20998
C: 7.61878 -7.57049 3.09972
C: 8.04619 -7.04097 1.74135
C: 9.36131 -7.67060 1.26965
O: 9.74470 -6.94087 0.11041
C: 10.54726 -7.63557 -0.79641
N: 6.98803 -7.33706 0.73655
H: 7.66750 -8.65888 3.18969
H: 6.58175 -7.27020 3.24224
H: 8.30387 -7.18394 3.85374
H: 8.11965 -5.95226 1.75076
H: 9.15860 -8.71232 1.00124
H: 10.11256 -7.51427 2.05036
H: 11.50835 -7.98374 -0.39967
H: 10.78412 -7.00038 -1.65194
H: 10.03782 -8.51850 -1.21239
H: 7.45188 -7.37274 -0.17078
H: 6.76632 -8.31932 0.91302
C: 7.56954 -10.00033 -2.73582
C: 7.40128 -10.87995 -1.49349
C: 6.05684 -10.45909 -0.87813
O: 5.99265 -11.04399 0.41770
C: 4.70515 -10.91251 0.96925
N: 7.33871 -12.28159 -1.95929
H: 8.30146 -10.47540 -3.39421
H: 8.03598 -9.05157 -2.45126
H: 6.64221 -9.83204 -3.27964
H: 8.17592 -10.78487 -0.73498
H: 5.19892 -10.87916 -1.41116
H: 6.07444 -9.36005 -0.88246
H: 4.69168 -10.82326 2.05876
H: 4.01625 -11.72563 0.72182
H: 4.25979 -9.95269 0.67371
H: 6.66671 -12.34489 -2.72288
H: 6.82756 -12.78327 -1.23089
C: 8.69280 3.20887 -2.58616
C: 8.29232 1.74689 -2.33806
C: 7.02580 1.65065 -1.52093
O: 6.70515 0.27441 -1.24254
C: 5.54572 0.15057 -0.42168
N: 8.07424 0.99327 -3.57594
H: 9.69299 3.26706 -3.01345
H: 8.81379 3.72653 -1.63136
H: 7.90426 3.66420 -3.18570
H: 9.15889 1.33585 -1.80890
H: 6.22338 1.96753 -2.20983
H: 6.96034 2.28865 -0.64126
H: 5.46530 0.93385 0.33470
H: 5.46033 -0.83793 0.01635
H: 4.66451 0.34166 -1.05320
H: 8.80805 1.28709 -4.21047
H: 7.19554 1.24378 -4.02370


[2]
Molecular formula: C4H10O
Method: DFT, ωB97M-V with the def2-TZVPD basis set

Properties
Orbital gap   0.36761 Ha
Relative energy (zero: lowest compared OMol25 entry of this formula, charge and spin)   102.3 kJ/mol
Structure (SMILES)   C=C(C)C.O

Cartesian coordinates (Å):
C: -1.49974 1.35179 -1.60173
C: -0.30082 1.20491 -0.93527
C: 0.00000 0.00000 0.00000
C: 0.92973 2.08255 -1.29971
H: -1.56985 2.14756 -2.35211
H: -2.34814 0.66441 -1.50730
H: -0.93878 -0.32665 0.47812
H: 0.74554 0.19896 0.78816
H: 0.37294 -0.81843 -0.63851
H: 0.75197 2.77974 -2.13574
H: 1.82162 1.47617 -1.53087
H: 1.13045 2.67023 -0.38814
O: 1.19958 3.68611 1.62338
H: 0.57025 3.13985 2.14664
H: 0.65994 4.04562 0.88324


[3]
Molecular formula: C25H27BF3KN14P
Method: DFT, ωB97M-V with the def2-TZVPD basis set

Properties
Orbital gap (spin up / spin down)   0.31114 / 0.29051 Ha
2S+1   2
⟨S²⟩   0.75
Relative energy (zero: lowest compared OMol25 entry of this formula, charge and spin)   138.2 kJ/mol

Cartesian coordinates (Å):
K: 0.07172 -1.07934 -1.05309
C: 0.61091 2.50109 1.98197
C: -0.63352 2.11328 1.44947
N: -0.54098 1.80685 0.16549
N: 0.75797 1.99627 -0.16017
C: 1.46653 2.41440 0.91133
B: 1.25496 1.91954 -1.62720
N: 0.05735 1.76713 -2.58193
C: -0.58557 2.79748 -3.18051
C: -1.60409 2.27938 -3.94201
C: -1.50621 0.88941 -3.73984
N: -0.51188 0.58927 -2.91720
N: 2.28862 0.76181 -1.81221
C: 3.56052 0.76332 -1.34289
C: 4.15634 -0.42108 -1.70890
C: 3.15019 -1.09853 -2.42709
N: 2.03921 -0.38058 -2.48600
N: 1.99142 3.22744 -1.98673
C: 2.73213 3.41328 -3.10594
C: 3.11215 4.73103 -3.14637
C: 2.53707 5.28534 -1.98450
N: 1.86143 4.38141 -1.29278
H: 0.84353 2.81915 2.98581
H: -1.59498 2.07059 1.94199
H: 2.51275 2.66072 0.83852
H: -0.27727 3.81882 -3.02166
H: -2.30228 2.82078 -4.55801
H: -2.10911 0.10096 -4.16642
H: 3.96372 1.60961 -0.80906
H: 5.16708 -0.73567 -1.50877
H: 3.19372 -2.05775 -2.92145
H: 2.92419 2.59929 -3.78834
H: 3.71119 5.22157 -3.89552
H: 2.58924 6.30229 -1.62516
C: -1.95900 -4.74771 3.25224
N: -1.36091 -4.43620 1.96395
C: -0.97809 -5.34788 1.02051
C: -0.48184 -4.61908 -0.02412
N: -0.55346 -3.28222 0.25798
C: -1.08710 -3.19487 1.46026
P: -1.37814 -1.66644 2.40341
C: -2.34860 -0.75765 1.16008
N: -2.23534 -0.84240 -0.14905
C: -3.21065 -0.04484 -0.67277
C: -3.93704 0.52254 0.33532
N: -3.38917 0.06110 1.50177
C: -3.84396 0.38987 2.84133
C: 0.31883 -1.00210 2.26896
N: 1.15479 -1.16043 1.25966
C: 2.36738 -0.70703 1.70017
C: 2.26300 -0.27369 2.99195
N: 0.96077 -0.46640 3.35077
C: 0.36822 -0.09643 4.62322
H: -2.07537 -5.82508 3.32798
H: -2.93749 -4.28142 3.34696
H: -1.32565 -4.40436 4.06798
H: -1.08733 -6.40855 1.17419
H: -0.07910 -4.97896 -0.95790
H: -3.31303 0.08915 -1.73731
H: -4.76933 1.20619 0.32839
H: -4.68845 1.06883 2.76409
H: -3.05556 0.88162 3.41127
H: -4.15552 -0.50495 3.37703
H: 3.23321 -0.70721 1.05625
H: 2.98227 0.16507 3.66347
H: 1.10273 0.45940 5.19989
H: 0.06304 -0.97583 5.18856
H: -0.49901 0.54276 4.46375
F: -2.14149 -3.53005 -2.63510
C: -1.17003 -2.90642 -3.26731
F: -0.08619 -3.65847 -3.36510
F: -1.55541 -2.44840 -4.43752


[4]
Molecular formula: C20H30N2O4RuS7Si
Method: DFT, ωB97M-V with the def2-TZVPD basis set

Properties
Orbital gap (spin up / spin down)   0.21268 / 0.21272 Ha
Relative energy (zero: lowest compared OMol25 entry of this formula, charge and spin)   80.4 kJ/mol

Cartesian coordinates (Å):
Ru: -0.42071 1.73994 0.57240
S: 1.43772 2.67318 -0.35001
C: 1.61103 3.64976 1.06113
S: 0.17135 3.39554 2.03186
C: 2.66456 4.42831 1.39607
C: 3.79427 4.51941 0.51940
N: 4.69704 4.59522 -0.18631
C: 2.65884 5.17048 2.62270
N: 2.65437 5.76400 3.60544
C: -3.86626 5.26713 -1.39520
S: -4.09856 3.96132 -2.63154
C: -4.16206 2.51865 -1.59966
C: -3.19334 2.02764 -0.83431
S: -1.59475 2.75401 -0.79373
S: -3.54560 0.56327 0.05596
C: -5.15089 0.33470 -0.55404
S: -6.09748 -0.91792 -0.12472
S: -5.63680 1.59968 -1.64652
H: -3.95279 6.19814 -1.95338
H: -2.88346 5.22398 -0.93102
H: -4.65477 5.23140 -0.64770
C: -1.26350 -4.43786 1.53686
C: -1.37228 -3.00978 1.04204
C: -2.01282 -2.12689 2.10195
C: -2.14209 -2.95941 -0.27028
O: -0.01952 -2.56255 0.84281
Si: 0.57980 -1.37742 -0.09816
O: -0.39610 -0.04297 -0.10333
O: 2.05484 -0.95224 0.46537
C: 2.44324 -0.76720 1.83322
C: 1.37685 0.03774 2.57125
C: 2.62430 -2.12806 2.48567
C: 3.75144 0.00699 1.79604
O: 0.72600 -1.92404 -1.61465
C: 1.14491 -1.25882 -2.82176
C: 0.18779 -0.11678 -3.15034
C: 2.56627 -0.73828 -2.65882
C: 1.08158 -2.32093 -3.90510
H: -2.25463 -4.84464 1.74384
H: -0.67279 -4.47467 2.45225
H: -0.77795 -5.05839 0.78320
H: -3.07221 -2.36645 2.21280
H: -1.92224 -1.07935 1.81973
H: -1.51989 -2.27254 3.06517
H: -3.14434 -3.36641 -0.13290
H: -1.62258 -3.53802 -1.03565
H: -2.23490 -1.93677 -0.62571
H: 0.42017 -0.48963 2.60729
H: 1.28069 1.00837 2.06600
H: 1.68528 0.28888 3.58748
H: 1.67029 -2.65482 2.55251
H: 3.04709 -2.01562 3.48451
H: 3.31350 -2.72294 1.88447
H: 3.61046 0.96061 1.28396
H: 4.50399 -0.56535 1.25290
H: 4.11700 0.19730 2.80626
H: 0.22957 0.66521 -2.39066
H: -0.83684 -0.49017 -3.20685
H: 0.45356 0.32318 -4.11257
H: 2.62234 0.00289 -1.85960
H: 2.90573 -0.27271 -3.58521
H: 3.24161 -1.55719 -2.41003
H: 0.06381 -2.70225 -3.99523
H: 1.74219 -3.15026 -3.65144
H: 1.38863 -1.90757 -4.86614


[5]
Molecular formula: C5H10O2
Method: DFT, ωB97M-V with the def2-TZVPD basis set

Properties
Orbital gap   0.33198 Ha
Relative energy (zero: lowest compared OMol25 entry of this formula, charge and spin)   374.1 kJ/mol
Structure (SMILES)   C/C=C/C=C/O.O

Cartesian coordinates (Å):
C: 1.50267 -1.52332 1.59546
C: 0.77150 -1.37926 0.36011
C: -0.51361 -0.89751 0.25967
C: -1.08218 -0.52619 -1.08326
C: -1.87663 0.55706 -1.23760
O: -1.82890 1.21090 -2.56052
H: 2.59373 -1.26115 1.37024
H: 1.52738 -2.58807 1.92961
H: 1.05175 -0.90031 2.37688
H: 1.37495 -1.20692 -0.60025
H: -1.28170 -0.67369 1.07051
H: -1.04290 -1.34443 -1.82027
H: -2.13174 1.13588 -0.29232
H: -2.45040 1.94348 -2.67469
H: 0.53064 2.60053 0.01276
H: 1.39520 2.17712 1.07852
O: 1.46024 2.67588 0.21515


[6]
Molecular formula: C5H9N3
Method: DFT, ωB97M-V with the def2-TZVPD basis set

Properties
Orbital gap   0.34667 Ha
Relative energy (zero: lowest compared OMol25 entry of this formula, charge and spin)   480.2 kJ/mol
Structure (SMILES)   N=C1N[C@@H]2CC[C@H]2N1

Cartesian coordinates (Å):
C: 1.83937 -0.05451 -0.07710
C: -0.30502 -0.73187 0.36772
C: -1.87822 -0.85286 -0.21797
C: -1.90203 0.70930 -0.04623
C: -0.38442 0.72019 -0.13235
H: 3.66457 0.73906 -0.18339
H: 1.69911 -1.92813 0.26079
H: -0.42182 -0.88184 1.56969
H: -1.55783 -1.03626 -1.23129
H: -2.47472 -1.36870 0.51927
H: -2.45789 0.70510 0.97942
H: -2.23685 1.50544 -0.79526
H: -0.12403 0.52892 -1.30921
H: 1.37374 2.18163 0.31653
N: 3.15478 -0.21076 -0.11032
N: 0.95366 -1.20330 -0.13991
N: 1.05760 1.17859 0.22961


[7]
Molecular formula: C30H35N3O3S
Method: DFT, ωB97M-V with the def2-TZVPD basis set

Properties
Orbital gap   0.21366 Ha
Relative energy (zero: lowest compared OMol25 entry of this formula, charge and spin)   144.5 kJ/mol

Cartesian coordinates (Å):
C: -2.79651 -4.42525 -1.15712
N: -2.16299 -3.37864 -0.39561
C: -1.99568 -3.47809 0.95916
O: -2.43006 -4.37917 1.67124
C: -1.21097 -2.24364 1.40531
C: 0.21536 -2.62765 1.83639
C: 0.17586 -3.32408 3.17963
C: -0.13571 -2.58111 4.32357
C: -0.34634 -3.23478 5.54184
C: -0.20796 -4.62570 5.62198
C: 0.15825 -5.36080 4.48769
C: 0.36869 -4.70774 3.27198
N: -1.28280 -1.40808 0.20682
C: -0.92832 -0.10604 0.22973
C: -0.47792 0.58831 -0.86418
C: -0.01675 1.91779 -0.80306
C: 0.27515 2.62049 -2.05252
C: 1.33626 3.54290 -2.16522
C: 1.56538 4.24620 -3.33883
C: 0.67862 4.12309 -4.44987
N: 0.83107 4.88042 -5.58429
C: 2.12921 5.26829 -6.09102
C: -0.25437 5.02710 -6.53556
C: -0.39216 3.20152 -4.34034
C: -0.53973 2.42942 -3.19920
C: -1.56489 -2.19676 -0.99792
C: -0.27359 -2.57255 -1.73089
C: -2.55755 -1.52336 -1.95623
H: -2.80137 -5.34954 -0.57251
H: -3.83398 -4.16036 -1.40498
H: -2.25077 -4.58290 -2.09383
H: -1.74580 -1.74824 2.23609
H: 0.63587 -3.29997 1.07154
H: 0.84748 -1.72607 1.86906
H: -0.23955 -1.49573 4.24059
H: -0.63033 -2.65131 6.41948
H: -0.39085 -5.13698 6.56880
H: 0.26412 -6.44635 4.54012
H: 0.64489 -5.26422 2.37178
H: -1.04351 0.38273 1.20512
H: -0.44903 0.09935 -1.84452
H: -0.22315 2.55068 0.06892
H: 1.99077 3.68518 -1.30575
H: 2.40398 4.94137 -3.39356
H: 2.85165 5.37196 -5.27967
H: 2.51352 4.52849 -6.81301
H: 2.02099 6.22319 -6.61742
H: -1.17757 5.34167 -6.02945
H: 0.03187 5.79530 -7.26126
H: -0.46199 4.09109 -7.07746
H: -1.08981 3.07618 -5.16967
H: -1.33336 1.68197 -3.17974
H: 0.35122 -3.21941 -1.10095
H: -0.53412 -3.11477 -2.64872
H: 0.30174 -1.68100 -1.99465
H: -3.53130 -1.41580 -1.46213
H: -2.20941 -0.53663 -2.26390
H: -2.66686 -2.14849 -2.85044
C: 1.63292 1.61970 5.72223
C: 0.39949 1.61820 5.06577
C: 0.34634 1.49815 3.66839
C: 1.53363 1.39802 2.95138
S: 1.57637 1.45176 1.06233
O: 2.43719 2.59947 0.78955
O: 2.12941 0.13303 0.75319
C: 2.75378 1.28320 3.59714
C: 2.80800 1.41460 4.99171
H: 1.67847 1.78900 6.80031
H: -0.52226 1.73688 5.63676
H: -0.60751 1.50328 3.14033
H: 3.65952 1.11147 3.01550
H: 3.76977 1.37974 5.50408


[8]
Molecular formula: C3H4IN2O2
Method: DFT, ωB97M-V with the def2-TZVPD basis set

Properties
Net charge   +1
Orbital gap   0.34829 Ha
Relative energy (zero: lowest compared OMol25 entry of this formula, charge and spin)   171.4 kJ/mol

Cartesian coordinates (Å):
C: -2.21365 0.72352 -0.09528
C: -2.18637 2.84511 -0.00334
C: 0.06421 -0.45612 0.28285
N: -0.23321 1.77913 0.09958
N: -0.92297 0.60085 -0.08766
O: -3.14989 3.43041 0.04478
O: -0.92392 2.95498 -0.01076
I: -3.72848 -0.60837 0.02803
H: 0.96283 -0.07101 0.54904
H: 0.17922 -0.99781 -0.66533
H: -0.37662 -1.14726 1.04429
H: 0.72709 1.99930 -0.07301


[9]
Molecular formula: C3H12N2O
Method: DFT, ωB97M-V with the def2-TZVPD basis set

Properties
Net charge   +1
Orbital gap (spin up / spin down)   0.42011 / 0.17593 Ha
2S+1   2
⟨S²⟩   0.76
Relative energy (zero: lowest compared OMol25 entry of this formula, charge and spin)   141.7 kJ/mol

Cartesian coordinates (Å):
N: 1.88078 -0.87011 1.42877
C: 0.58996 -1.07836 0.76828
C: -0.17801 0.21167 0.73580
C: -1.05497 0.76359 -0.43138
N: -2.39111 0.93233 0.08341
H: 2.04210 -0.84810 2.43889
H: 2.27625 -0.00563 1.04797
H: 0.67448 -1.52444 -0.22554
H: 0.08895 -1.84551 1.34923
H: 0.52344 1.03180 1.06510
H: -0.78370 0.39525 1.63151
H: -0.58735 1.72924 -0.61546
H: -0.97992 0.09303 -1.28670
H: -2.99766 0.29804 -0.41939
H: -2.77485 1.85739 0.20855
H: 0.51200 -0.33756 -2.25409
H: 1.86779 -0.06900 -2.94599
O: 1.29184 -0.73366 -2.57896


| no. | E (Eh) |
| --- | --- |
| 1 | -3660.32967 |
| 2 | -233.60598 |
| 3 | -3001.26914 |
| 4 | -4362.42857 |
| 5 | -346.88293 |
| 6 | -360.01437 |
| 7 | -1952.24453 |
| 8 | -673.93189 |
| 9 | -305.87868 |